w.
This record from the OMol25 dataset describes C4H3NS as an isolated structure. The level of theory is ωB97M-V with the def2-TZVPD basis set.

As for the lowest unoccupied orbital energy: -0.2 eV. The HOMO energy comes out at -0.3313 Ha. The HOMO-LUMO gap comes out at 0.3222 Ha.

Last column: Löwdin charge in e.
Positions of all 9 atoms, in Å:
C (1.837, -0.871, -0.026)  -0.330
C (2.794, 0.011, 0.002)  -0.335
C (-0.018, -0.177, -0.118)  -0.436
C (-1.420, 0.178, 0.056)  -0.075
N (0.615, -1.261, -0.129)  0.073
S (1.492, 1.262, 0.005)  0.824
H (-1.938, -0.756, 0.021)  0.075
H (-1.705, 0.930, -0.789)  0.125
H (-1.657, 0.684, 0.977)  0.077


x.
This record from the OMol25 dataset describes one molecule with the formula C4H3NS. The level of theory is ωB97M-V with the def2-TZVPD basis set.

As for the lowest unoccupied orbital energy: 0.1 eV. The HOMO energy comes out at -0.3581 Ha. The HOMO-LUMO gap comes out at 0.3618 Ha.

Last column: Löwdin charge in e.
Positions of all 9 atoms, in Å:
C (-1.591, -1.204, -0.202)  0.105
C (-0.526, -0.761, 0.267)  -0.230
C (0.403, 0.241, 0.622)  -0.646
S (-0.268, 1.908, -0.045)  0.696
C (1.797, 0.109, 0.111)  -0.234
N (2.806, -0.331, -0.320)  0.155
H (-2.631, -1.587, -0.710)  0.117
H (0.276, 0.344, 1.646)  0.075
H (-0.266, 1.281, -1.367)  -0.038


Relative energy table, unit kJ/mol: w 116.7; x 0.0